This record from the Open Molecules 2025 dataset describes the ion C6H14N3S with charge +1. The level of theory is the ωB97M-V functional and the def2-TZVPD basis.

ORCA input file:
```
! RIJCOSX wB97M-V def2-TZVPD def2/J DEFGRID3
* xyz 1 1
S 1.985 0.703 1.265
N 3.316 -0.754 -1.060
N 2.091 -0.918 -0.916
N -0.071 -0.374 -0.268
C -1.341 -1.373 1.687
C 0.944 1.849 0.235
C -1.142 -1.318 0.248
C 1.348 -0.639 0.227
C -1.343 1.574 -1.202
C -0.417 1.109 -0.008
H -0.881 1.165 0.960
H 1.503 1.966 -0.721
H 0.892 2.755 0.840
H -0.926 -2.343 -0.268
H -2.077 -0.980 -0.250
H -0.365 -1.079 2.222
H -1.716 0.591 -1.530
H -0.726 1.983 -1.965
H -0.048 -0.626 -1.308
H -1.500 -2.326 2.070
H -2.099 2.234 -0.838
H 3.566 -0.884 -2.060
H -2.168 -0.776 1.866
H 1.174 -1.539 0.769
*
```

Summary:
Frontier orbital gap = 9.3 eV
Structure (SMILES) = [H]/N=N/[C@H]1SC[C@@H](C)[N@@H+]1CC
E = -21745.4407 eV
Lowest unoccupied orbital energy = -3.73 eV

***

This record from the Open Molecules 2025 dataset describes the ion C6H14N4O with charge +2. The level of theory is the ωB97M-V functional and the def2-TZVPD basis.

ORCA input file:
```
! RIJCOSX wB97M-V def2-TZVPD def2/J DEFGRID3
* xyz 2 1
O -1.533 1.119 0.358
N -0.151 0.281 -3.018
N 1.073 -0.814 -1.336
N 2.079 -1.910 0.430
N -0.333 0.829 0.122
C 1.292 -1.057 -0.009
C -1.943 2.358 -0.286
C 0.177 -0.333 0.822
C 0.146 0.047 -1.796
C -0.930 -1.344 1.147
C 0.857 0.310 2.000
H 2.176 -2.156 1.384
H -1.580 -1.763 0.333
H -2.981 2.547 0.211
H 1.881 -0.077 2.073
H 0.339 -0.079 -3.834
H -0.827 1.068 -3.212
H 1.689 -1.143 -2.095
H -1.357 3.261 -0.012
H -0.627 -2.078 1.805
H 0.354 0.243 2.880
H 2.874 -2.267 -0.236
H -2.085 2.182 -1.365
H 0.990 1.373 1.725
H -1.581 -0.596 1.908
*
```

Summary:
Frontier orbital gap = 9.0 eV
E = -14435.0456 eV
Lowest unoccupied orbital energy = -8.23 eV

***

This record from the Open Molecules 2025 dataset describes a cluster of 2 separate species, C6H14N4O in total. The level of theory is the ωB97M-V functional and the def2-TZVPD basis.

ORCA input file:
```
! RIJCOSX wB97M-V def2-TZVPD def2/J DEFGRID3
* xyz 2 1
O 1.319 0.523 3.022
N 0.977 0.169 -3.935
N -0.190 0.532 1.299
N -0.167 -2.059 -1.895
N 2.610 -0.541 -2.541
C 0.403 -0.902 -1.817
C 1.372 -0.415 -2.839
C -1.660 0.512 1.084
C 0.170 0.562 2.538
C -1.083 0.614 3.341
C -2.026 1.258 2.427
H 3.362 -0.147 -3.163
H -1.817 2.293 2.392
H -0.005 0.088 -4.216
H 2.894 -1.185 -1.688
H -0.921 -2.410 -1.344
H 0.401 0.436 0.442
H -1.506 -0.385 3.615
H 2.106 0.681 2.435
H -3.020 1.180 2.733
H 1.630 0.435 -4.598
H -1.949 1.051 0.080
H 0.058 -2.648 -2.686
H -1.979 -0.532 0.960
H -0.979 0.889 4.356
*
```

Summary:
Frontier orbital gap = 9.9 eV
E = -14439.4849 eV
Lowest unoccupied orbital energy = -7.09 eV

***

This record from the Open Molecules 2025 dataset describes a cluster of 2 separate species, C6H14N5 in total. The level of theory is the ωB97M-V functional and the def2-TZVPD basis.

ORCA input file:
```
! RIJCOSX wB97M-V def2-TZVPD def2/J DEFGRID3
* xyz 1 1
N -0.371 2.092 -0.536
N -1.906 2.328 1.190
N -0.817 -3.309 0.480
N -0.128 -1.236 0.458
N 0.154 1.366 1.571
C 1.493 -1.336 -1.513
C 0.998 2.380 -0.942
C -0.915 -2.101 1.051
C 0.116 -3.222 -0.530
C 0.533 -1.921 -0.520
C -0.708 1.955 0.751
H 0.969 -1.112 -2.439
H 0.042 1.470 2.566
H 1.242 3.435 -0.790
H 0.384 -4.173 -0.960
H -1.632 -1.831 1.807
H -1.263 -4.135 0.864
H 1.740 1.757 -0.471
H -2.515 2.973 0.717
H 0.538 0.484 1.190
H -2.191 1.940 2.072
H 1.995 -0.478 -1.100
H -1.096 2.455 -1.136
H 1.064 2.270 -2.011
H 2.278 -2.049 -1.770
*
```

Summary:
Frontier orbital gap = 9.1 eV
E = -13894.6091 eV
Lowest unoccupied orbital energy = -2.67 eV

***

no.,HOMO energy (eV)
1,-13.1
2,-17.2
3,-16.9
4,-11.7